A 3-piece molecular cluster, C20H51IO13P5 overall in a non-equilibrium geometry. Source: OMol25; level of theory: ωB97M-V/def2-TZVPD.

```
! wB97M-V def2-TZVPD RIJCOSX def2/J DEFGRID3
* xyz -1 1
C 7.00898 0.33036 -2.14694
C 6.06959 0.41194 -3.35799
C 4.56614 0.46451 -3.04783
P 3.93667 1.69453 -1.73644
P 5.29747 3.38384 -2.61584
P 5.03477 5.06316 -1.29546
O 3.65732 5.58660 -1.19260
O 5.62802 4.60080 0.12024
O 6.07584 6.22597 -1.74966
O 2.90638 0.43140 -1.05909
C 1.65022 0.42953 -1.67276
C 1.40590 1.87131 -2.07573
C 0.08964 2.21321 -2.76558
C -0.97432 2.68356 -1.76672
C -1.42546 1.61296 -0.76282
I -0.46654 1.76448 1.14000
O 2.57206 2.25519 -2.74342
H 7.38642 1.31968 -1.88706
H 6.51080 -0.09762 -1.27824
H 7.88424 -0.29043 -2.36029
H 6.37833 1.21648 -4.02645
H 6.23169 -0.50899 -3.93426
H 4.07311 0.76629 -3.97680
H 4.18403 -0.52527 -2.80051
H 4.87678 1.33372 -0.71102
H 3.46620 2.69284 -0.80330
H 4.78754 3.78781 -3.86696
H 5.46295 5.34276 0.71954
H 5.87016 6.47693 -2.65697
H 0.85479 -0.06045 -1.10687
H 1.75724 -0.10635 -2.63875
H 1.38899 2.45538 -1.13544
H -0.33382 1.35086 -3.29858
H 0.25449 2.99450 -3.50932
H -0.63007 3.57272 -1.23680
H -1.86212 2.96979 -2.34133
H -2.47968 1.77183 -0.55584
H -1.28726 0.61413 -1.16644
O -4.62769 -0.97960 -2.24345
P -6.06586 -0.86727 -2.61560
O -6.68067 -0.81800 -1.09028
C -6.52035 0.35804 -0.30257
C -7.52526 1.43188 -0.68987
O -6.38957 -2.41323 -3.02109
C -5.38034 -3.26012 -3.58037
C -4.82622 -4.19701 -2.52972
O -7.52613 -0.38912 -3.14243
C -7.85089 -0.46801 -4.55276
C -8.75388 -1.65546 -4.81723
H -5.50102 0.74800 -0.38338
H -6.68260 0.06630 0.73482
H -7.32763 1.81539 -1.69229
H -7.47855 2.26879 0.00869
H -8.53638 1.02458 -0.69441
H -4.58199 -2.67359 -4.03459
H -5.85582 -3.83462 -4.37980
H -4.44224 -3.63689 -1.67792
H -4.01997 -4.80580 -2.94090
H -5.61125 -4.85848 -2.15998
H -6.94568 -0.51342 -5.16204
H -8.36945 0.45709 -4.80361
H -8.18269 -2.57865 -4.88848
H -9.28920 -1.52052 -5.75810
H -9.47222 -1.77542 -4.00685
O 2.01033 -2.63955 3.76288
P 2.21839 -1.76109 4.92067
O 3.64212 -1.06340 4.80769
C 3.90801 -0.15615 3.71431
C 3.29959 1.20946 3.95805
O 2.44496 -2.78530 6.16875
C 2.06253 -4.15427 6.07660
C 3.26618 -5.03311 5.80980
O 1.53485 -0.63141 5.81507
C 0.20460 -0.85295 6.33337
C 0.26340 -1.21677 7.80372
H 3.54693 -0.58582 2.77794
H 4.99103 -0.07582 3.64567
H 2.20960 1.16142 3.93785
H 3.62143 1.91396 3.19108
H 3.58938 1.58968 4.93872
H 1.30252 -4.29836 5.30876
H 1.61111 -4.42328 7.03621
H 3.78599 -4.70763 4.90892
H 2.96644 -6.07521 5.68542
H 3.97401 -4.96892 6.63782
H -0.31632 -1.61860 5.75379
H -0.33714 0.08287 6.20192
H 0.50114 -2.27015 7.94223
H -0.70026 -1.02750 8.27891
H 1.03526 -0.63689 8.30836
*
```

Results
Relative energy (zero: lowest compared OMol25 entry of this formula, charge and spin) (kJ/mol): 0.0
HOMO-LUMO gap (eV): 4.76
Highest occupied orbital energy (Eh): -0.1435

A 16-piece molecular cluster, C47H90N4O15S3 overall in a non-equilibrium geometry. Source: OMol25; level of theory: ωB97M-V/def2-TZVPD.

```
! wB97M-V def2-TZVPD RIJCOSX def2/J DEFGRID3
* xyz 0 1
C -5.51010 -3.31591 1.23312
C -4.58187 -2.20667 1.81064
O -3.37797 -2.22476 1.56911
C -5.21721 -1.26117 2.85514
H -5.21822 -3.51651 0.20226
H -6.56220 -3.03502 1.28082
H -5.36483 -4.29047 1.69921
H -4.42932 -0.63838 3.27876
H -5.50257 -1.96399 3.63790
H -6.02988 -0.70772 2.38463
C 2.55388 0.58766 5.63773
C 3.25961 0.04611 4.37544
O 4.49430 -0.01717 4.27650
C 2.33813 -0.27927 3.17546
H 1.95577 -0.26184 5.96746
H 1.81887 1.38075 5.50041
H 3.25941 0.81960 6.43555
H 2.32417 -1.34573 2.95059
H 2.75470 0.27320 2.33323
H 1.31119 0.05136 3.33094
C 1.20349 0.53038 -8.72334
C 1.55564 0.37225 -7.30446
O 1.61471 1.32078 -6.57351
C 1.82425 -1.09916 -6.82705
H 0.13097 0.71308 -8.78976
H 1.48917 -0.39537 -9.22281
H 1.69814 1.45590 -9.01804
H 1.42777 -1.19306 -5.81607
H 2.87575 -1.35438 -6.95864
H 1.26613 -1.87296 -7.35414
C 3.46165 1.82339 -2.68533
C 4.04924 0.43128 -3.02310
O 5.27328 0.32856 -3.33125
C 3.08083 -0.76526 -3.13821
H 4.10630 2.30551 -1.95043
H 2.49253 1.64129 -2.22085
H 3.28654 2.40267 -3.59191
H 2.76163 -1.10194 -2.15187
H 3.66224 -1.63049 -3.45671
H 2.23759 -0.47775 -3.76621
C 5.45167 0.15996 0.57099
C 5.39774 -1.34705 0.34816
O 6.37379 -1.93729 -0.10067
C 4.09926 -2.08347 0.52738
H 4.68156 0.66068 -0.01579
H 6.41373 0.49729 0.18531
H 5.39598 0.30147 1.65033
H 3.74140 -2.50594 -0.41153
H 3.34384 -1.42099 0.94993
H 4.15398 -2.97104 1.15773
C 1.86458 -7.33431 3.71458
C 2.53870 -6.14217 4.41807
O 2.09517 -5.61858 5.45826
C 3.70199 -5.47829 3.72241
H 0.81855 -7.53023 3.95026
H 2.33780 -8.26292 4.03371
H 1.96625 -7.27585 2.63091
H 4.18947 -4.68236 4.28540
H 3.33568 -4.95980 2.83636
H 4.47032 -6.23623 3.56973
C -5.00343 4.88877 0.18136
C -5.58031 3.55372 -0.07502
O -6.81227 3.36181 -0.13883
C -4.59967 2.37800 -0.20404
H -5.04314 5.44667 -0.75420
H -4.06386 4.85915 0.73311
H -5.81247 5.36889 0.73185
H -3.79773 2.40011 0.53388
H -4.08673 2.37700 -1.16580
H -5.08850 1.41928 -0.03087
C 1.61630 5.06052 2.07528
C 1.82154 3.52225 1.92516
O 1.33155 2.66029 2.67716
C 2.53205 3.10961 0.65800
H 2.47748 5.37837 2.66302
H 0.69179 5.20258 2.63493
H 1.63590 5.57756 1.11592
H 1.91600 3.16197 -0.23969
H 2.89403 2.11225 0.90772
H 3.36610 3.76972 0.41986
C -0.78122 0.58391 -0.80894
C 0.31026 -0.14457 -0.11394
O 1.48617 0.17553 -0.32799
C -0.09147 -1.23520 0.86486
H -0.93623 1.57271 -0.37726
H -1.76674 0.12102 -0.75808
H -0.56961 0.71153 -1.87056
H 0.68017 -2.00487 0.88185
H -1.04704 -1.62960 0.51928
H -0.25027 -0.78845 1.84634
C -1.41027 1.49358 3.26651
C -1.55124 2.59619 2.29733
N -1.66787 3.42198 1.51845
H -1.31376 1.93517 4.25837
H -0.52366 0.89330 3.06234
H -2.26075 0.81189 3.27584
C 2.03679 -5.79108 -3.40136
C 1.23591 -4.62380 -2.97795
N 0.56716 -3.75228 -2.64674
H 1.60480 -6.24290 -4.29431
H 1.97416 -6.58587 -2.65806
H 3.05471 -5.42365 -3.53149
C -1.33014 -4.90142 0.08745
C 0.03534 -5.31225 0.46549
N 1.10720 -5.54975 0.80259
H -2.02595 -5.31104 0.81968
H -1.48346 -5.32525 -0.90501
H -1.32714 -3.81487 0.17403
C -1.24126 6.64149 1.70954
C -0.58398 7.74843 2.39780
N -0.02561 8.59248 2.94971
H -1.91146 7.20858 1.06352
H -1.79475 6.02711 2.41968
H -0.53748 6.04393 1.13014
C -3.11005 -1.47160 -4.06246
C -1.70009 -1.06700 -4.40763
C -1.76366 0.21128 -5.29692
S -3.09472 1.24391 -4.53345
O -3.86154 1.82659 -5.58666
O -2.45339 2.10696 -3.51910
C -3.93082 -0.21920 -3.70347
H -3.08255 -2.13904 -3.20115
H -3.63984 -2.05946 -4.81201
H -1.12342 -1.89002 -4.82975
H -1.04705 -0.93630 -3.54475
H -1.99534 -0.18355 -6.28613
H -0.84220 0.79310 -5.31925
H -4.87231 -0.38792 -4.22618
H -4.16579 -0.06983 -2.64963
C -0.62251 -2.60525 3.98133
C -0.60376 -4.12049 3.82358
C -1.79570 -4.63605 4.68488
S -1.93880 -3.57647 6.15552
O -1.34831 -4.37624 7.24405
O -3.29453 -3.04227 6.33123
C -0.67437 -2.37730 5.49337
H -1.49973 -2.25576 3.43685
H 0.29782 -2.22203 3.54061
H 0.35887 -4.53798 4.11880
H -0.73876 -4.49236 2.80791
H -1.89119 -5.71064 4.84055
H -2.70995 -4.37778 4.15051
H 0.22446 -2.80336 5.93908
H -0.88329 -1.41733 5.96551
C -0.87591 5.01308 -2.92798
C 0.23914 4.44875 -2.09983
C 1.32564 5.48040 -2.03192
S 0.46997 7.15822 -1.88662
O 0.81903 8.11270 -2.97905
O 0.31363 7.51262 -0.49651
C -1.20835 6.43787 -2.38085
H -1.72163 4.34466 -2.76651
H -0.67183 5.08018 -3.99660
H 0.61749 3.48137 -2.43017
H -0.17247 4.31522 -1.09941
H 1.89389 5.39484 -2.95813
H 2.09444 5.42465 -1.26124
H -1.70990 7.14453 -3.04204
H -1.81156 6.33200 -1.47918
*
```

Results
HOMO-LUMO gap (eV): 8.96
Highest occupied orbital energy (Eh): -0.3417

C44H55GeN3O6Ti as an isolated structure. Source: OMol25; level of theory: ωB97M-V/def2-TZVPD.

```
! wB97M-V def2-TZVPD RIJCOSX def2/J DEFGRID3
* xyz 0 1
Ti 0.51158 -0.52295 -0.55944
C 1.43130 -0.31209 3.57704
C 0.75644 -1.61469 3.20283
O -0.42734 -1.26606 2.51929
C -1.51620 -2.15808 2.63190
C -2.78198 -1.38934 2.20615
O -2.49326 -0.32250 1.32789
C -2.19983 0.89894 1.97683
C -1.59990 1.84440 0.97083
O -0.26107 1.50745 0.54875
C 0.75765 2.31020 1.14071
C 1.17917 1.81332 2.50588
O 1.58407 0.46233 2.39927
H 2.40373 -0.49375 4.04871
H 0.79713 0.22194 4.29343
H 0.54311 -2.19499 4.10908
H 1.39296 -2.21489 2.55121
H -1.61857 -2.50002 3.66969
H -1.35849 -3.03395 1.99324
H -3.32172 -1.01236 3.08251
H -3.44783 -2.06606 1.66864
H -1.53051 0.73212 2.82251
H -3.13017 1.35196 2.35058
H -1.58381 2.84830 1.40424
H -2.21179 1.85622 0.06718
H 0.40033 3.34174 1.22746
H 1.59709 2.29688 0.44780
H 0.34794 1.90075 3.21577
H 1.99871 2.44390 2.87630
C 2.12868 0.32274 -0.75376
Ge 3.10636 0.96020 -2.27354
C 4.32087 2.38406 -1.67800
C 4.84637 2.40525 -0.38776
C 5.71332 3.41137 0.01907
C 6.06802 4.41977 -0.86444
C 5.55316 4.41608 -2.15343
C 4.68837 3.40649 -2.55245
C 1.94258 1.76300 -3.62356
C 2.21405 1.68516 -4.98785
C 1.39823 2.32334 -5.91606
C 0.30135 3.05654 -5.48834
C 0.02407 3.15468 -4.13069
C 0.84039 2.51325 -3.21046
C 4.19036 -0.43401 -3.11378
C 3.61220 -1.37094 -3.96895
C 4.36587 -2.39156 -4.53066
C 5.71816 -2.49633 -4.23520
C 6.30855 -1.57577 -3.38230
C 5.54974 -0.55119 -2.83165
H 2.66380 0.43419 0.19425
H 4.58103 1.62507 0.31850
H 6.11238 3.40746 1.02595
H 6.74201 5.20624 -0.54957
H 5.82268 5.20177 -2.84792
H 4.28704 3.42513 -3.55996
H 3.07042 1.11821 -5.33778
H 1.62348 2.25190 -6.97339
H -0.33495 3.55301 -6.21050
H -0.83266 3.72204 -3.78821
H 0.60275 2.57903 -2.15339
H 2.55028 -1.31887 -4.17777
H 3.89688 -3.11183 -5.18960
H 6.30906 -3.29367 -4.66776
H 7.36285 -1.65281 -3.14790
H 6.02854 0.16797 -2.17564
C -0.12055 -1.17729 -5.16401
N -0.94828 -0.38304 -4.26878
C -2.06409 0.28571 -4.71668
C -2.82058 1.00454 -3.88204
C -2.46278 1.10679 -2.46556
O -3.13719 1.76287 -1.68176
N -1.32415 0.42711 -2.07224
C -0.63381 -0.27389 -2.95182
O 0.40639 -0.88928 -2.52066
H -0.71100 -1.42115 -6.04463
H 0.17738 -2.09516 -4.66235
H 0.76424 -0.61703 -5.46397
H -2.27465 0.18113 -5.77222
H -3.69949 1.52672 -4.22631
C -1.57012 -6.62475 -1.20499
C -1.53243 -5.13178 -1.00809
C -2.67433 -4.36841 -1.17738
C -2.62047 -2.98733 -0.97812
C -3.83433 -2.12105 -1.17574
C -1.41681 -2.42352 -0.60336
C -0.21599 -3.14919 -0.45308
C -0.32162 -4.53151 -0.66069
N 0.93644 -2.42766 -0.13691
C 2.19937 -3.19443 0.01235
C 2.05274 -4.30266 1.09210
C 3.34482 -2.28118 0.45729
C 2.64421 -3.76369 -1.34422
H -2.57716 -6.96833 -1.43814
H -1.23359 -7.14708 -0.30752
H -0.91237 -6.92923 -2.02145
H -3.60869 -4.84257 -1.45562
H -4.69959 -2.52836 -0.64771
H -4.10240 -2.07108 -2.23392
H -3.66217 -1.10451 -0.82295
H -1.48357 -1.35784 -0.39226
H 0.53415 -5.17696 -0.54728
H 1.02560 -4.40497 1.43931
H 2.67448 -4.07971 1.96015
H 2.36925 -5.27643 0.71365
H 3.07286 -1.68346 1.32931
H 3.64978 -1.60676 -0.33899
H 4.20138 -2.90487 0.72356
H 1.96601 -4.50482 -1.75937
H 3.62958 -4.22542 -1.24450
H 2.73086 -2.94491 -2.05872
*
```

Results
Relative energy (zero: lowest compared OMol25 entry of this formula, charge and spin) (kJ/mol): 81.3
HOMO-LUMO gap (eV): 7.68
Highest occupied orbital energy (Eh): -0.2614

An isolated molecule of C5H11NO. Source: OMol25; level of theory: ωB97M-V/def2-TZVPD.

```
! wB97M-V def2-TZVPD RIJCOSX def2/J DEFGRID3
* xyz 0 1
C -1.87874 -0.93004 -0.54530
C -1.52977 0.15600 0.46676
N -0.08289 0.45665 0.62193
C 0.49898 0.49608 1.83109
C 0.63695 0.86585 -0.43336
C 2.00702 0.33314 -0.71887
O 1.94106 -0.80125 -1.59069
H -2.96253 -0.92626 -0.71328
H -1.60369 -1.92868 -0.18984
H -1.39101 -0.75661 -1.50909
H -1.99051 1.10326 0.16303
H -1.91014 -0.08366 1.46376
H 1.22812 1.27478 1.99093
H 0.32693 -0.27335 2.57151
H 0.09650 1.35385 -1.23702
H 2.60606 1.06623 -1.26542
H 2.55242 0.07522 0.19831
H 1.45524 -1.48120 -1.10444
*
```

Results
Relative energy (zero: lowest compared OMol25 entry of this formula, charge and spin) (kJ/mol): 362.2
HOMO-LUMO gap (spin up / spin down) (eV): 7.61 / 7.61
Highest occupied orbital energy (spin up / spin down) (Eh): -0.2568 / -0.2563

A 2-piece molecular cluster, C2H8N2O overall in a non-equilibrium geometry. Source: OMol25; level of theory: ωB97M-V/def2-TZVPD.

```
! wB97M-V def2-TZVPD RIJCOSX def2/J DEFGRID3
* xyz 0 1
O -3.22577 -0.18162 -0.29190
C -2.83645 0.26163 0.74094
H -1.77182 0.17293 1.00822
H -3.51692 0.74933 1.45070
N 2.22248 0.30680 0.22869
C 1.15420 -0.60897 -0.26904
N 0.45625 -0.09713 -1.42571
H 2.76284 -0.27713 0.86588
H 1.83783 1.03462 0.82777
H 1.66032 -1.54744 -0.48653
H 0.40787 -0.77994 0.51144
H -0.28640 0.55042 -1.16750
H 1.13557 0.41651 -1.99296
*
```

Results
Structure (SMILES): C=O.NCN
Relative energy (zero: lowest compared OMol25 entry of this formula, charge and spin) (kJ/mol): 205.1
HOMO-LUMO gap (eV): 10.19
Highest occupied orbital energy (Eh): -0.3473

An isolated molecule of C3H7NO. Source: OMol25; level of theory: ωB97M-V/def2-TZVPD.

```
! wB97M-V def2-TZVPD RIJCOSX def2/J DEFGRID3
* xyz 0 1
C -0.03506 -0.74048 -1.72703
N 0.52862 -0.37299 -0.44553
C -0.15220 0.41187 0.43879
O -1.25295 0.88318 0.19628
C 0.55660 0.67128 1.75567
H -0.80277 -0.00103 -1.96638
H -0.49686 -1.73723 -1.69700
H 0.74989 -0.72417 -2.49125
H 1.39976 -0.79249 -0.15974
H -0.00730 0.19329 2.56347
H 0.55558 1.74876 1.94227
H 1.58745 0.30315 1.77677
*
```

Results
Structure (SMILES): CNC(C)=O
Relative energy (zero: lowest compared OMol25 entry of this formula, charge and spin) (kJ/mol): 21.4
HOMO-LUMO gap (eV): 10.55
Highest occupied orbital energy (Eh): -0.3543